ORCA calculation (wB97M-V/def2-TZVPD) on a molecular structure, C40H47O7PdS4Si.

Cartesian coordinates (Å):
Pd: 0.1136 0.4863 -0.2736
O: -2.1752 0.9418 0.8612
S: -3.5207 1.6373 0.6781
C: -4.6346 0.4882 1.5184
C: -5.1117 -0.7708 0.7972
C: -4.0300 -1.6236 0.1166
C: -3.0646 -2.2996 1.0847
S: -1.4322 -2.6179 0.3896
O: -1.0489 -1.2445 -0.1525
C: -1.9535 -3.5220 -1.0397
C: -1.7628 -2.9698 -2.2951
C: -2.1295 -3.7106 -3.4134
C: -2.6698 -4.9813 -3.2633
C: -2.8357 -5.5282 -1.9945
C: -2.4726 -4.8006 -0.8741
C: -4.0754 1.4657 -1.0095
C: -5.3692 1.8989 -1.2707
C: -5.8524 1.8496 -2.5693
C: -5.0364 1.3894 -3.5965
C: -3.7376 0.9763 -3.3218
C: -3.2500 1.0187 -2.0238
H: -5.4835 1.0931 1.8474
H: -4.0507 0.2421 2.4076
H: -5.8408 -0.4962 0.0356
H: -5.6433 -1.3714 1.5405
H: -3.4475 -1.0016 -0.5574
H: -4.5216 -2.3741 -0.5026
H: -3.4160 -3.2737 1.4390
H: -2.8362 -1.6699 1.9493
H: -1.3268 -1.9827 -2.3894
H: -1.9831 -3.2961 -4.4028
H: -2.9520 -5.5544 -4.1375
H: -3.2403 -6.5266 -1.8807
H: -2.5913 -5.2283 0.1180
H: -6.0016 2.2743 -0.4710
H: -6.8606 2.1814 -2.7805
H: -5.4091 1.3691 -4.6128
H: -3.0950 0.6335 -4.1235
H: -2.2378 0.7122 -1.8050
C: 0.0105 1.6825 4.2299
C: 0.5274 1.7690 2.8163
O: 0.0751 0.6233 2.0515
H: 0.4361 2.4869 4.8334
H: 0.2895 0.7271 4.6796
H: -1.0787 1.7734 4.2585
H: 1.6121 1.7429 2.8008
H: 0.1990 2.6825 2.3235
H: -0.8937 0.7248 1.9372
O: 0.6570 2.4071 0.0127
S: 0.0164 2.9546 -1.2933
O: 0.6478 4.0823 -1.8894
O: -1.4105 2.9703 -1.1820
S: 0.5178 1.2505 -2.3929
C: 1.0700 -5.4495 -0.2238
C: 1.6445 -5.1777 1.1723
C: 1.5943 -3.6473 1.2927
O: 1.2256 -3.1282 0.0017
C: 1.4427 -4.1765 -0.9575
H: -0.0126 -5.5676 -0.1913
H: 1.5047 -6.3326 -0.6916
H: 2.6761 -5.5271 1.2249
H: 1.0807 -5.6678 1.9656
H: 2.5623 -3.2389 1.5864
H: 0.8414 -3.3059 2.0058
H: 2.4922 -4.2028 -1.2458
H: 0.8357 -3.9581 -1.8342
C: 4.3826 -0.1808 4.1657
C: 3.1814 -0.8122 3.8597
C: 2.6386 -0.6781 2.5907
C: 3.2973 0.0740 1.6068
C: 4.5034 0.7035 1.9262
C: 5.0385 0.5726 3.2024
Si: 2.7188 0.2074 -0.1243
C: 3.5305 1.6981 -0.8396
C: 4.2139 1.6571 -2.0685
C: 4.7524 2.8092 -2.6266
C: 4.6235 4.0295 -1.9794
C: 3.9744 4.0955 -0.7559
C: 3.4526 2.9464 -0.1877
C: 3.2842 -1.1979 -1.1604
C: 2.9490 -1.3131 -2.5161
C: 3.5138 -2.3061 -3.3030
C: 4.3995 -3.2184 -2.7392
C: 4.7076 -3.1433 -1.3876
C: 4.1495 -2.1417 -0.5984
H: 4.8046 -0.2723 5.1592
H: 2.6692 -1.4021 4.6102
H: 1.6880 -1.1439 2.3691
H: 5.0289 1.2877 1.1828
H: 5.9736 1.0649 3.4410
H: 4.3434 0.7261 -2.5958
H: 5.2708 2.7486 -3.5761
H: 5.0450 4.9243 -2.4194
H: 3.8577 5.0460 -0.2505
H: 2.9723 3.0217 0.7781
H: 2.2614 -0.6073 -2.9651
H: 3.2664 -2.3682 -4.3559
H: 4.8457 -3.9901 -3.3537
H: 5.3947 -3.8556 -0.9459
H: 4.4260 -2.0718 0.4488

## Properties
Highest occupied orbital energy (spin up / spin down): -11.16 / -11.16 eV
Net charge: +1
E_LUMO (spin up / spin down): -0.1575 / -0.1574 hartree
M: 902.6 g/mol
Strongest force on any atom: 2.4 eV/Å

Results of the Mulliken charge analysis, in e, for atoms 1 through 4: atom 1 (Pd): 1.0237, atom 2 (O): -1.1918, atom 3 (S): -0.0090, atom 4 (C): -0.9793

ORCA calculation (wB97M-V/def2-TZVPD) on a molecular structure, C40H48CuN4O4S.

Cartesian coordinates (Å):
Cu: -1.4518 -0.2923 -0.2853
C: 0.0158 -1.0940 -0.8197
C: 1.3430 -1.4799 -0.2802
C: 1.8045 -2.9039 -0.2850
C: 2.9464 -3.3476 0.2706
C: 4.0428 -2.5998 0.8622
C: 4.0969 -1.2715 1.0698
C: 5.3154 -0.5412 1.5214
C: 2.8674 -0.5395 0.7317
N: 1.7395 0.7791 -0.9126
C: 1.4487 1.5757 -2.0556
C: 2.0612 1.3664 -3.4358
C: 0.0449 2.0860 -2.2235
C: -0.0283 3.3214 -3.0827
N: -1.0181 1.5127 -1.7972
C: -2.2709 2.1062 -2.1398
C: -2.7738 3.2487 -1.5141
C: -2.0684 3.9079 -0.3711
C: -3.9800 3.7555 -1.9767
C: -4.6768 3.1463 -3.0029
C: -4.1898 1.9842 -3.5750
C: -2.9836 1.4552 -3.1480
C: -2.3890 0.1931 -3.6879
H: -0.7998 -1.6376 -0.6698
H: 0.0291 -0.8566 -1.8374
H: -0.1462 -0.2524 -0.3432
H: 1.1122 -3.6063 -0.7238
H: 3.1318 -4.4146 0.2291
H: 4.9102 -3.1926 1.1157
H: 6.1348 -1.2299 1.7106
H: 5.1103 0.0243 2.4301
H: 5.6074 0.1759 0.7531
H: 3.0978 1.0627 -3.3796
H: 2.0133 2.2795 -4.0218
H: 1.5025 0.5895 -3.9567
H: 0.8942 3.8924 -3.0153
H: -0.8723 3.9460 -2.8083
H: -0.1855 3.0145 -4.1188
H: -2.0555 3.2058 0.4601
H: -2.6016 4.8006 -0.0574
H: -1.0417 4.1661 -0.6224
H: -4.3735 4.6509 -1.5190
H: -5.6094 3.5734 -3.3457
H: -4.7387 1.4927 -4.3646
H: -3.1145 -0.3718 -4.2660
H: -2.0648 -0.4052 -2.8159
H: -1.5166 0.3993 -4.3099
O: -3.0981 -0.4264 -0.8115
S: -3.1179 0.4814 0.2984
O: -4.2212 1.3867 0.1935
O: -3.4823 -0.3891 1.5358
O: -1.8950 1.1611 0.5903
C: -2.7460 -3.3240 0.8115
C: -3.1607 -2.7006 2.1033
C: -3.9988 -3.2764 3.0150
C: -4.2656 -2.6776 4.2480
C: -3.6436 -1.4670 4.5837
C: -2.7911 -0.8225 3.7358
C: -2.1394 0.4898 4.0353
C: -2.6236 -1.3299 2.3368
N: -1.2768 -1.2058 1.7824
C: -0.2527 -1.6474 2.5087
C: -0.4891 -2.4808 3.7411
C: 1.1064 -1.3672 2.2699
C: 2.0520 -1.3835 3.4449
N: 1.6503 -1.0455 1.0944
C: 2.4440 -0.4597 -0.7423
C: 3.4862 -0.7915 -1.7666
C: 3.4030 -2.0439 -2.5868
C: 4.5069 0.0629 -1.9501
C: 4.6790 1.3982 -1.4145
C: 3.7538 2.2805 -1.0092
C: 2.2981 2.0924 -0.8863
C: 1.6263 3.0153 0.1163
H: -3.4787 -4.0523 0.4701
H: -1.7744 -3.8185 0.9077
H: -2.6460 -2.5309 0.0541
H: -4.4405 -4.2373 2.7904
H: -4.9505 -3.1416 4.9398
H: -3.8374 -1.0395 5.5597
H: -2.4116 0.8495 5.0261
H: -2.4530 1.2162 3.2823
H: -1.0528 0.4104 3.9758
H: -1.4585 -2.9627 3.6968
H: -0.4504 -1.8696 4.6406
H: 0.2812 -3.2457 3.8160
H: 1.6406 -0.8317 4.2873
H: 2.9920 -0.9230 3.1617
H: 2.2598 -2.4032 3.7660
H: 2.3675 -2.3428 -2.7321
H: 3.9194 -2.8725 -2.1050
H: 3.8695 -1.8723 -3.5562
H: 5.3082 -0.2347 -2.6186
H: 5.7056 1.7429 -1.4506
H: 4.0971 3.2542 -0.6886
H: 2.1883 3.0098 1.0493
H: 0.6198 2.6481 0.3167
H: 1.5807 4.0421 -0.2524

## Properties
Highest occupied orbital energy (spin up / spin down): -7.02 / -7.02 eV
Relative energy (zero: lowest compared OMol25 entry of this formula, charge and spin): 175.2 kcal per mole
Net charge: 0
E_LUMO (spin up / spin down): -0.0232 / -0.0260 hartree
M: 744.5 g/mol
Spin multiplicity: 2
Strongest force on any atom: 11.0 eV/Å

Results of the Mulliken charge analysis, in e, for atoms 1 through 4: atom 1 (Cu): -1.2798, atom 2 (C): -2.7459, atom 3 (C): 0.9024, atom 4 (C): -0.9980

ORCA calculation (wB97M-V/def2-TZVPD) on a molecular structure, C40H48F6N10O5S5Sr.

Cartesian coordinates (Å):
Sr: -0.7770 -0.9799 0.4206
F: 6.0695 -3.9777 5.2388
C: 5.6677 -3.0987 4.3737
F: 5.6632 -3.6167 3.1234
F: 6.4815 -2.0003 4.4582
S: 3.8295 -2.6136 4.6471
O: 3.3094 -3.8740 5.0132
O: 3.6146 -2.0460 3.3030
N: 3.6795 -1.5524 5.8238
S: 2.3679 -0.7832 6.2806
O: 2.7414 0.4480 6.8825
O: 1.1521 -0.8121 5.4914
C: 1.7223 -1.7724 7.7333
F: 2.8345 -1.8987 8.5021
F: 0.7714 -1.1137 8.3837
F: 1.2620 -2.9518 7.4354
C: 1.3194 4.3303 4.7662
N: 0.4696 4.1443 3.5996
C: -0.9452 4.3222 3.8400
C: 1.1165 3.9244 2.3616
N: 0.6624 3.2293 1.3582
C: -0.2995 2.2314 1.5738
C: -0.0843 1.1832 2.4846
C: -1.1438 0.4937 3.0637
C: -2.4491 0.6856 2.6494
C: -2.7009 1.5935 1.5488
C: -3.9922 1.6633 0.9896
C: -4.1884 2.4154 -0.1332
C: -3.1239 3.0561 -0.8160
C: -1.8153 2.9419 -0.3495
N: -0.7464 3.3400 -1.1522
C: -0.4181 4.5429 -1.4750
N: -0.8144 5.6606 -0.7816
C: -1.3171 5.6654 0.5697
C: -1.1784 6.8820 -1.4730
N: 0.4835 4.7222 -2.4319
C: 1.5852 5.7434 -2.3182
C: 0.7348 3.5757 -3.2655
C: -1.6156 2.2371 0.9324
N: 2.2893 4.6374 2.1812
C: 3.0354 4.4715 0.9314
C: 2.4217 5.9514 2.7359
H: 0.8670 3.6896 5.5196
H: 1.3237 5.3939 5.1495
H: 2.2918 3.8413 4.6346
H: -1.2408 5.3911 3.8046
H: -1.2090 3.8473 4.8022
H: -1.5611 3.7931 3.1229
H: 0.8889 1.0845 3.0158
H: -0.9364 -0.2007 3.8279
H: -3.2798 0.2057 3.0961
H: -4.8392 1.1196 1.4427
H: -5.2139 2.3414 -0.5473
H: -3.3107 3.5505 -1.7815
H: -0.9282 4.8336 1.1154
H: -2.4087 5.6658 0.5949
H: -0.9559 6.5903 1.0765
H: -0.3504 7.6589 -1.4736
H: -2.0084 7.3039 -0.9640
H: -1.4810 6.6755 -2.4592
H: 1.5385 6.1614 -1.2965
H: 1.5763 6.5272 -3.0395
H: 2.5380 5.2006 -2.3353
H: -0.1789 3.0399 -3.4082
H: 1.3847 2.9011 -2.7449
H: 1.1970 3.9039 -4.2180
H: 2.3603 4.7734 0.1549
H: 3.3203 3.4131 0.7100
H: 3.9546 5.0898 1.0317
H: 1.6357 6.1321 3.4620
H: 2.3484 6.7259 1.9661
H: 3.3475 6.1608 3.2920
S: 1.5764 -3.0637 -0.2960
C: 0.9586 -3.3646 -1.7915
N: 1.1177 -4.5666 -2.3677
C: 0.8696 -4.6421 -3.8311
C: -0.4393 -4.0991 -4.1652
N: -0.5308 -2.7319 -3.6147
C: -1.2947 -1.7827 -4.4542
C: -2.7312 -2.1968 -4.6966
C: -3.5173 -1.8121 -5.7814
C: -4.8257 -2.1858 -5.8928
C: -5.3628 -3.1479 -5.0696
C: -4.6107 -3.5399 -3.9918
C: -3.2878 -3.0835 -3.7887
C: 0.2716 -2.2794 -2.6323
S: 0.6541 -0.7262 -2.1973
C: 2.0056 -5.5750 -1.8565
C: 1.3785 -6.9517 -2.0205
C: 0.0194 -7.1439 -2.1416
C: -0.5151 -8.4254 -2.2625
C: 0.3418 -9.4797 -2.3507
C: 1.7226 -9.3175 -2.2348
C: 2.2104 -8.0498 -2.0264
H: 0.8886 -5.6934 -4.1296
H: 1.6637 -4.1514 -4.3513
H: -1.2289 -4.6923 -3.8217
H: -0.4886 -3.9899 -5.2358
H: -0.8752 -1.7155 -5.4404
H: -1.1882 -0.7451 -4.0615
H: -3.0984 -1.1591 -6.4941
H: -5.4054 -1.8229 -6.7617
H: -6.3870 -3.5403 -5.1512
H: -5.0367 -4.1661 -3.2463
H: -2.7188 -3.5368 -3.0013
H: 2.1860 -5.3733 -0.8222
H: 2.9902 -5.5389 -2.3463
H: -0.6806 -6.2762 -2.0327
H: -1.5869 -8.6285 -2.2755
H: -0.1140 -10.4568 -2.5762
H: 2.4185 -10.1353 -2.3031
H: 3.2855 -7.8841 -1.9978
O: -3.2812 -1.0908 0.6485
S: -3.4403 -2.1875 -0.3357
N: -2.2589 -2.8659 -0.8520

## Properties
Highest occupied orbital energy: -7.68 eV
Relative energy (zero: lowest compared OMol25 entry of this formula, charge and spin): 46.9 kcal per mole
Net charge: 0
E_LUMO: -0.0600 hartree
M: 1110.8 g/mol
Strongest force on any atom: 3.1 eV/Å

Results of the Mulliken charge analysis, in e, for atoms 1 through 4: atom 1 (Sr): 1.3427, atom 2 (F): -0.2037, atom 3 (C): 0.5486, atom 4 (F): -0.2034

ORCA calculation (wB97M-V/def2-TZVPD) on a molecular structure, C40H48IN2O2SeW.

Cartesian coordinates (Å):
W: 1.1465 -0.8807 -0.7581
C: -5.8636 1.3990 -0.5368
C: -5.4710 0.8304 -1.9086
C: -5.4034 1.9585 -2.9489
C: -6.5571 -0.1537 -2.3528
C: -4.1043 0.1816 -1.8028
C: -3.0034 0.9506 -1.3944
C: -1.7575 0.3678 -1.2996
Se: -0.0370 1.4161 -1.1002
C: 0.5672 1.9040 0.7717
C: 0.1810 3.0589 1.4183
C: 0.8411 3.4390 2.5944
C: 1.8552 2.6131 3.0728
C: 2.2668 1.4384 2.4523
C: 1.6270 1.1113 1.2549
O: 1.9345 0.0341 0.4803
C: 3.3676 0.5891 3.0781
C: 4.6713 1.4028 3.0851
C: 3.6301 -0.7360 2.3430
C: 2.9562 0.2381 4.5169
C: 0.5214 4.7251 3.3354
C: -0.6148 5.5124 2.6831
C: 1.7855 5.6005 3.3539
C: 0.1298 4.3848 4.7838
C: -1.5663 -0.9824 -1.6417
O: -0.2874 -1.4398 -1.5533
C: -2.6472 -1.7782 -2.0297
C: -3.8905 -1.1591 -2.1199
C: -2.3951 -3.2501 -2.3383
C: -3.6814 -3.9880 -2.7059
C: -1.4328 -3.3461 -3.5310
C: -1.7634 -3.9256 -1.1046
H: -6.8685 1.8082 -0.5964
H: -5.8624 0.6178 0.2214
H: -5.1986 2.1968 -0.2185
H: -6.3959 2.3817 -3.0806
H: -4.7350 2.7578 -2.6446
H: -5.0688 1.5741 -3.9102
H: -7.5154 0.3583 -2.3652
H: -6.3745 -0.5189 -3.3602
H: -6.6497 -0.9909 -1.6652
H: -3.1168 2.0014 -1.1794
H: -0.5976 3.6727 0.9989
H: 2.3689 2.9085 3.9719
H: 4.9550 1.6936 2.0761
H: 4.5732 2.3027 3.6835
H: 5.4768 0.8101 3.5113
H: 3.9902 -0.5845 1.3191
H: 4.4067 -1.2782 2.8767
H: 2.7319 -1.3698 2.3389
H: 2.9200 1.1166 5.1510
H: 1.9785 -0.2390 4.5401
H: 3.6845 -0.4423 4.9464
H: -0.3511 5.8263 1.6748
H: -1.5364 4.9347 2.6605
H: -0.8091 6.4129 3.2608
H: 2.1088 5.8451 2.3449
H: 1.5711 6.5297 3.8757
H: 2.6081 5.1147 3.8714
H: -0.7523 3.7503 4.8141
H: 0.9346 3.8835 5.3130
H: -0.0933 5.3044 5.3174
H: -4.7244 -1.7483 -2.4597
H: -4.1081 -3.5738 -3.6148
H: -3.4567 -5.0331 -2.9002
H: -4.4150 -3.9491 -1.9071
H: -1.8321 -2.7993 -4.3808
H: -0.4457 -2.9391 -3.2889
H: -1.3057 -4.3851 -3.8232
H: -2.3466 -3.7227 -0.2064
H: -1.7385 -5.0021 -1.2518
H: -0.7236 -3.5898 -0.9531
N: 6.1925 -0.2926 -6.2667
C: 5.4274 -0.4046 -5.4253
C: 4.4817 -0.5556 -4.3768
C: 4.6654 0.1113 -3.1602
C: 3.7269 -0.0224 -2.1541
C: 2.5678 -0.8355 -2.2894
C: 2.4329 -1.4962 -3.5380
C: 3.3579 -1.3690 -4.5555
H: 5.5403 0.7300 -3.0277
H: 3.8911 0.5338 -1.2279
H: 1.5623 -2.1293 -3.7185
H: 3.2269 -1.8858 -5.4950
I: -0.5621 -1.5253 1.6714
C: 0.8451 -3.1063 1.3138
C: 0.9330 -4.2302 2.1041
C: 1.8775 -5.1950 1.7508
C: 2.6612 -4.9869 0.6193
C: 2.5056 -3.8275 -0.1175
N: 1.6050 -2.8708 0.2179
H: 0.2888 -4.3542 2.9650
H: 1.9899 -6.0879 2.3522
H: 3.3882 -5.7200 0.3046
H: 3.1030 -3.6314 -1.0058

## Properties
Highest occupied orbital energy (spin up / spin down): -16.70 / -16.70 eV
Relative energy (zero: lowest compared OMol25 entry of this formula, charge and spin): 28.6 kcal per mole
Net charge: +3
E_LUMO (spin up / spin down): -0.4420 / -0.4438 hartree
M: 978.5 g/mol
Strongest force on any atom: 5.7 eV/Å

Results of the Mulliken charge analysis, in e, for atoms 1 through 4: atom 1 (W): -0.2657, atom 2 (C): -1.5921, atom 3 (C): 1.9081, atom 4 (C): -1.5987